1) 18
Properties=species:S:1:pos:R:3 method="wB97M-V/def2-TZVPD" e_homo_ev="3.819 / -1.518" multiplicity=2 s_squared=0.7506 gap_ev="2.84 / 8.12" charge=-2
C -0.60883 -0.22879 0.55986
N -1.85666 0.49045 0.67327
C -2.48385 0.75675 1.92385
O -2.06686 0.10836 2.92069
O -3.30737 1.71536 1.90428
C 0.54607 0.60412 0.00845
C 1.17540 0.10021 -1.29874
C 1.82385 -1.30104 -1.26332
H -0.69645 -1.15798 -0.00802
H -0.39994 -0.53639 1.57613
H -2.02053 1.22588 0.00623
H 1.37760 0.60114 0.70866
H 0.29425 1.66542 -0.12690
H 0.41725 0.10455 -2.10736
H 1.91503 0.82223 -1.66817
H 2.87521 -1.25029 -0.92491
H 1.74974 -1.73268 -2.26411
H 1.26608 -1.98728 -0.61988

=====

2) 18
Properties=species:S:1:pos:R:3 method="wB97M-V/def2-TZVPD" e_homo_ev="3.860 / -1.341" multiplicity=2 s_squared=0.7508 gap_ev="2.81 / 7.98" charge=-2
O -2.57263 1.26980 1.43295
C -2.83568 0.57226 0.46155
O -3.88367 0.07041 0.07462
C -1.70528 0.24592 -0.64361
C -0.22935 0.74555 -0.39947
C 0.49437 -0.09975 0.70300
C 1.53095 -0.99622 0.01105
N 2.83010 -0.35748 0.12933
H -1.84418 -0.80599 -0.82378
H -2.09546 0.58385 -1.59188
H 0.36004 0.84276 -1.36315
H -0.38940 1.72499 0.12291
H -0.13128 -0.54768 1.45262
H 1.08808 0.68684 1.37272
H 1.32759 -1.45779 -1.07786
H 1.52837 -1.88216 0.71726
H 2.88136 0.38879 -0.51889
H 3.64608 -0.98413 -0.05939

=====

3) 18
Properties=species:S:1:pos:R:3 method="wB97M-V/def2-TZVPD" e_homo_ev="3.760 / 0.842" multiplicity=2 s_squared=0.7539 gap_ev="3.27 / 6.11" charge=-2
C -1.79158 -0.28383 1.10957
N -1.50238 -0.01803 -0.32315
C -0.09710 0.43007 -0.63583
C 0.97764 -0.52681 -0.16453
C 1.81998 0.09198 1.09278
O 1.22060 0.05443 2.27960
C -0.16054 0.67337 -2.19119
O -0.35974 1.85022 -2.65032
H -1.87619 -1.37324 1.19273
H -2.67862 0.23916 1.48356
H -0.99555 0.11370 1.74960
H -1.71558 -0.83662 -0.86847
H 0.03036 1.42968 -0.21731
H 0.70219 -1.53433 0.16690
H 1.73607 -0.60931 -0.95598
H 2.73530 -0.60129 1.06220
H 2.06765 1.11715 0.73313
H -0.11251 -0.21629 -2.86329

=====

Winner for stability: 1)